1.
# C25H21Cl3N4O8

A 5-piece molecular cluster, C25H21Cl3N4O8 overall (wB97M-V/def2-TZVPD, the OMol25 dataset).

Cartesian coordinates (Å):
Cl  1.06  -0.87  5.19
Cl  -1.03  1.11  5.14
Cl  0.12  0.16  7.67
O  -2.93  -0.90  3.29
O  -4.83  1.83  -4.49
O  -2.16  -2.44  1.98
O  0.94  2.49  2.68
O  1.94  3.59  -4.02
O  2.02  1.69  -5.04
O  2.42  3.41  1.41
O  -4.51  2.53  -2.52
N  -2.58  -2.04  3.08
N  1.59  2.55  1.67
N  2.56  2.61  -4.43
N  -4.33  1.71  -3.39
C  0.82  0.28  0.96
C  1.02  1.15  -1.69
C  1.43  2.01  -0.67
C  -3.45  0.14  -1.72
C  -2.46  -4.31  3.97
C  0.37  -0.57  -0.06
C  0.58  -0.13  -1.34
C  6.68  2.47  -3.89
C  -2.94  -2.54  5.50
C  -2.43  -1.46  -3.77
C  -3.53  0.49  -3.05
C  4.69  1.43  -4.54
C  -2.98  -4.76  6.28
C  0.41  0.57  5.94
C  -3.16  -3.44  6.53
C  3.98  2.57  -4.22
C  6.03  3.61  -3.51
C  -2.91  -0.20  -4.10
C  -2.49  -1.88  -2.42
C  -2.65  -5.21  5.00
C  6.05  1.41  -4.49
C  4.66  3.68  -3.72
C  -2.66  -2.97  4.25
C  1.31  1.59  0.63
C  -2.96  -1.10  -1.37
H  -2.96  -1.33  -0.29
H  6.56  0.48  -4.73
H  4.22  0.54  -4.96
H  0.81  0.00  1.93
H  1.03  1.52  -2.76
H  7.81  2.38  -3.70
H  1.11  1.42  5.92
H  0.01  -1.56  0.12
H  -2.50  -6.28  4.82
H  1.74  3.02  -0.89
H  0.32  -0.85  -2.13
H  -3.14  -1.51  5.63
H  6.50  4.44  -3.00
H  -2.87  0.19  -5.13
H  -2.13  -4.70  2.97
H  -3.17  -5.44  7.08
H  -2.01  -2.84  -2.17
H  -1.87  -2.04  -4.46
H  4.00  4.56  -3.58
H  -3.85  0.76  -0.96
H  -3.31  -3.05  7.56

Computed properties:
Net charge ... 0
Relative energy (zero: lowest compared OMol25 entry of this formula, charge and spin) ... 9.4 kcal/mol
Lowest unoccupied orbital energy ... -0.9 eV
SMILES ... O=[N+]([O-])c1ccccc1.O=[N+]([O-])c1ccccc1.O=[N+]([O-])c1ccccc1.O=[N+]([O-])c1ccccc1.ClC(Cl)Cl

=====

2.
# C7H11NO

One molecule with the formula C7H11NO (wB97M-V/def2-TZVPD, the OMol25 dataset).

Cartesian coordinates (Å):
O  0.65  -0.27  -0.97
N  -1.55  -0.10  -0.62
C  -0.78  -0.68  -2.88
C  -0.61  -0.34  -1.44
C  -0.96  0.18  0.61
C  -1.62  0.48  1.72
C  0.55  0.08  0.42
C  1.16  -1.04  1.27
C  1.25  1.42  0.66
H  2.31  1.33  0.42
H  0.19  -0.93  -3.31
H  -1.46  -1.52  -2.97
H  0.82  2.18  0.02
H  -1.11  0.69  2.64
H  -1.21  0.17  -3.40
H  -2.70  0.53  1.72
H  1.05  -0.80  2.32
H  2.22  -1.14  1.04
H  0.66  -1.98  1.06
H  1.14  1.71  1.70

Computed properties:
Net charge ... 0
Relative energy (zero: lowest compared OMol25 entry of this formula, charge and spin) ... 10.2 kcal/mol
Lowest unoccupied orbital energy ... 0.9 eV
SMILES ... C=C1N=C(C)OC1(C)C